1.
ORCA calculation (ωB97M-V/def2-TZVPD) on a single C5H9NS molecule.

Its energy above the lowest of the compared OMol25 structures with the same formula, charge and spin is 198.4 kJ/mol. The calculation puts the LUMO energy at 0.84 eV. Its SMILES is C=CC1(S)CNC1.

Geometry as ORCA input:
```
! RIJCOSX wB97M-V def2-TZVPD def2/J DEFGRID3
* xyz 0 1
C -0.60 -1.50 1.78
C 0.28 -0.63 1.32
C 0.13 0.06 0.02
S 1.68 -0.20 -0.97
C -1.20 -0.24 -0.74
N -1.76 1.10 -0.43
C -0.42 1.53 0.04
H -1.29 -1.97 1.15
H -0.60 -1.90 2.81
H 1.20 -0.32 1.84
H 2.45 0.63 -0.29
H -1.76 -1.08 -0.47
H -1.01 -0.37 -1.82
H -2.30 0.98 0.43
H 0.13 2.15 -0.68
H -0.40 2.04 1.03
*
```

***

2.
ORCA calculation (ωB97M-V/def2-TZVPD) on a single C5H9NS molecule.

Its energy above the lowest of the compared OMol25 structures with the same formula, charge and spin is 432.4 kJ/mol. The calculation puts the LUMO energy at 0.11 eV. Its SMILES is CC[C@H]1CN1C=S.

Geometry as ORCA input:
```
! RIJCOSX wB97M-V def2-TZVPD def2/J DEFGRID3
* xyz 0 1
C -1.63 0.53 -0.85
C -1.39 -0.26 0.55
C 0.00 -0.91 0.60
C 0.86 -0.72 -0.79
N 0.98 0.21 0.42
C 2.21 0.85 0.76
S 2.18 1.81 2.13
H -2.61 1.08 -0.93
H -1.52 -0.21 -1.55
H -0.67 1.31 -0.98
H -1.42 0.56 1.18
H -2.10 -1.10 0.77
H 0.18 -1.63 1.41
H 0.27 -0.72 -1.71
H 1.63 -1.67 -0.89
H 3.04 0.88 -0.14
*
```

***

3.
ORCA calculation (ωB97M-V/def2-TZVPD) on a single C5H9NSi molecule.

Its energy above the lowest of the compared OMol25 structures with the same formula, charge and spin is 271.2 kJ/mol. The calculation puts the LUMO energy at 0.72 eV.

Geometry as ORCA input:
```
! RIJCOSX wB97M-V def2-TZVPD def2/J DEFGRID3
* xyz 0 1
C -0.61 -0.75 2.01
C 0.23 0.36 2.15
C -0.40 -1.59 1.03
C 1.08 0.64 1.16
C 1.16 -0.21 0.02
N -1.19 0.76 -1.71
Si 0.46 0.24 -1.67
H -1.26 -0.97 2.85
H 0.17 0.99 2.97
H -0.62 -2.62 0.71
H 1.77 1.46 1.29
H 1.92 -0.96 0.18
H -1.91 0.28 -1.20
H -1.44 1.77 -1.85
H 1.32 1.40 -1.98
H 0.84 -1.02 -2.54
*
```

***

4.
ORCA calculation (ωB97M-V/def2-TZVPD) on a gas-phase ion, C5H9O (charge +1).

Its energy above the lowest of the compared OMol25 structures with the same formula, charge and spin is 167.0 kJ/mol. The calculation puts the LUMO energy at -3.32 eV.

Geometry as ORCA input:
```
! RIJCOSX wB97M-V def2-TZVPD def2/J DEFGRID3
* xyz 1 1
C -1.23 0.46 -0.16
C -0.24 0.84 0.93
C -0.09 -1.36 0.55
C 1.58 -0.09 -0.54
C -1.22 -1.01 -0.06
O 0.78 -0.21 0.84
H -2.09 1.08 0.12
H -1.18 0.69 -1.24
H 0.20 1.82 0.79
H -0.82 0.63 1.85
H 0.39 -2.17 0.81
H 2.56 -0.55 -0.30
H 0.91 -0.57 -1.21
H 1.58 0.96 -0.75
H -2.06 -1.59 -0.44
*
```

***

no.,energy (eV),Kohn-Sham gap (eV)
1,-17654.1371,9.918
2,-17651.7120,8.618
3,-14695.1010,9.144
4,-7368.1098,11.770